DFT (ωB97M-V with the def2-TZVPD basis set) results for a cluster of 8 separate species, C32H88N8O8 in total.

```
136
Properties=species:S:1:pos:R:3:forces:R:3
C 16.461 -11.547 -9.974 0.245 1.795 -0.674
C 16.094 -11.731 -8.521 0.233 -1.291 0.431
C 15.992 -10.420 -7.745 -0.828 -0.914 -0.440
O 15.339 -10.703 -6.521 0.873 -0.185 0.445
C 15.197 -9.576 -5.713 -1.614 1.933 -0.803
N 14.809 -12.427 -8.463 -0.111 0.371 -0.092
H 16.718 -12.392 -10.610 -0.130 -0.474 0.573
H 17.298 -10.842 -10.077 0.135 -0.191 0.161
H 15.642 -11.020 -10.476 -0.134 -0.196 0.051
H 16.882 -12.315 -8.017 0.003 -0.029 -0.060
H 15.320 -9.791 -8.347 0.477 0.620 0.143
H 16.999 -10.054 -7.529 -0.098 0.509 -0.338
H 14.493 -8.876 -6.210 -0.459 -0.368 0.063
H 15.994 -8.826 -5.621 0.977 -1.107 0.334
H 14.727 -9.825 -4.767 0.392 -0.219 0.127
H 14.885 -13.346 -8.876 -0.027 -0.058 0.100
H 14.479 -12.497 -7.511 0.057 -0.153 0.010
C 19.409 -8.967 -4.391 -3.296 0.365 -0.133
C 19.402 -8.562 -2.921 1.828 1.231 -0.075
C 18.568 -9.500 -2.067 0.218 -1.217 -0.692
O 17.198 -9.324 -2.308 -0.526 0.977 -0.465
C 16.340 -10.400 -2.151 -0.063 -2.174 1.260
N 20.800 -8.508 -2.427 -0.179 -1.011 0.114
H 18.335 -8.809 -4.632 -0.108 -0.486 -0.005
H 19.519 -10.038 -4.554 0.819 0.134 -0.150
H 19.759 -8.279 -5.161 1.303 -0.256 0.577
H 19.069 -7.519 -2.853 -0.805 -0.208 0.003
H 18.793 -9.504 -0.996 0.046 0.569 0.097
H 18.859 -10.504 -2.407 -0.049 -0.143 0.121
H 15.470 -10.219 -1.515 -0.086 0.833 -0.222
H 16.788 -11.248 -1.605 0.536 0.243 0.111
H 15.994 -10.936 -3.036 0.058 0.799 -0.592
H 21.194 -7.596 -2.629 -0.087 -0.253 0.563
H 20.816 -8.661 -1.425 0.175 0.308 -0.003
C 23.035 -7.113 -7.810 1.744 0.266 -0.368
C 22.650 -6.072 -6.766 -2.137 -1.291 0.359
C 22.366 -4.711 -7.359 1.288 0.495 -0.908
O 22.013 -3.806 -6.352 -0.511 -0.012 0.912
C 21.841 -2.491 -6.806 -0.322 0.004 -1.784
N 21.384 -6.623 -6.150 -0.348 1.023 -0.456
H 22.242 -7.385 -8.505 -0.259 0.152 0.203
H 23.452 -8.027 -7.385 -0.465 -0.059 0.309
H 23.878 -6.776 -8.429 -0.184 0.271 -0.019
H 23.285 -6.045 -5.879 0.715 0.420 -0.537
H 21.614 -4.752 -8.162 -0.302 -0.224 0.296
H 23.256 -4.320 -7.884 0.146 -0.154 0.162
H 21.284 -1.839 -6.141 0.315 -0.326 0.609
H 21.235 -2.508 -7.727 -0.032 -0.022 0.025
H 22.795 -2.060 -7.125 0.102 0.179 0.369
H 20.791 -6.922 -6.925 0.145 -0.349 0.037
H 20.862 -5.795 -5.848 0.176 -0.208 0.428
C 17.720 -12.297 -4.944 0.149 -0.495 -0.223
C 18.453 -13.374 -4.127 -0.517 1.346 0.577
C 18.483 -14.741 -4.807 -0.632 1.064 -0.841
O 17.145 -15.152 -5.065 -0.188 -0.512 0.125
C 16.627 -16.129 -4.218 -0.634 -0.621 1.052
N 19.785 -12.862 -3.818 0.645 -0.504 -0.048
H 16.797 -12.727 -5.335 -0.005 0.187 -0.099
H 18.343 -11.911 -5.754 -0.019 -0.179 -0.123
H 17.459 -11.446 -4.313 0.083 -0.060 -0.034
H 17.823 -13.390 -3.222 0.128 -0.815 0.154
H 19.092 -15.460 -4.257 -0.152 -0.198 -0.008
H 18.836 -14.608 -5.834 0.772 -0.009 0.276
H 15.615 -16.430 -4.501 0.077 0.354 -0.558
H 16.493 -15.796 -3.180 0.365 0.207 0.015
H 17.193 -17.067 -4.189 0.362 0.168 -0.157
H 19.750 -12.024 -3.255 -0.157 0.115 -0.155
H 20.351 -13.510 -3.278 -0.166 -0.149 -0.097
C 20.156 -4.422 -3.398 0.001 0.086 0.194
C 21.663 -4.428 -3.171 -0.088 0.124 -0.746
C 22.113 -3.408 -2.133 -0.985 -0.638 1.157
O 21.975 -2.047 -2.505 0.571 -0.816 -0.243
C 22.962 -1.690 -3.440 -0.140 0.742 -1.094
N 22.132 -5.800 -2.844 -0.106 1.209 -0.157
H 19.950 -5.022 -4.285 -0.287 0.152 -0.033
H 19.796 -3.401 -3.535 0.061 -0.020 -0.268
H 19.560 -4.835 -2.580 0.316 -0.139 0.183
H 22.090 -4.160 -4.147 0.008 0.198 0.252
H 23.100 -3.653 -1.727 0.333 0.230 -0.396
H 21.445 -3.553 -1.278 -0.009 0.183 0.078
H 22.878 -2.199 -4.411 -0.125 -0.321 0.340
H 23.995 -1.835 -3.109 -0.103 0.049 0.394
H 22.781 -0.643 -3.699 0.252 0.057 0.321
H 21.795 -6.338 -3.642 0.442 -0.145 -0.102
H 23.141 -5.736 -2.957 0.011 -0.652 0.062
C 24.347 -10.588 -4.395 0.071 0.438 0.533
C 24.912 -9.198 -4.080 0.458 -0.449 -1.077
C 26.099 -8.840 -4.980 0.786 0.441 0.338
O 27.312 -9.555 -4.796 -0.596 -0.795 -0.339
C 27.889 -9.495 -3.525 1.105 -0.130 -0.226
N 23.929 -8.130 -4.266 0.252 -0.268 1.070
H 24.052 -10.680 -5.440 0.030 -0.098 -0.019
H 23.471 -10.697 -3.751 -0.100 -0.296 -0.191
H 25.077 -11.348 -4.110 -0.047 -0.140 -0.248
H 25.243 -9.269 -3.041 -0.107 0.608 0.056
H 26.344 -7.776 -4.854 -0.307 0.091 0.038
H 25.860 -9.007 -6.033 -0.231 0.011 0.026
H 28.766 -10.153 -3.557 -0.230 -0.111 -0.048
H 27.245 -9.873 -2.727 -0.029 0.438 0.071
H 28.338 -8.503 -3.362 -0.598 0.081 0.473
H 23.099 -8.464 -3.780 -0.354 0.424 -0.403
H 23.726 -7.978 -5.246 -0.235 -0.320 0.025
C 17.565 -12.046 1.937 -0.721 -0.323 0.457
C 17.204 -13.336 2.658 -0.204 -0.169 1.000
C 15.688 -13.504 2.832 0.350 0.289 -0.907
O 15.470 -14.653 3.620 -0.304 -0.153 -0.522
C 14.104 -15.008 3.599 -0.083 -0.669 0.136
N 17.740 -14.502 1.976 0.345 -0.777 0.160
H 17.233 -11.268 2.627 0.009 0.441 -0.507
H 17.017 -12.046 0.993 -0.032 0.368 0.002
H 18.618 -11.896 1.709 0.102 -0.286 0.216
H 17.489 -13.297 3.722 0.677 0.155 -0.131
H 15.233 -13.561 1.832 -0.087 -0.484 0.008
H 15.206 -12.635 3.299 0.314 0.132 0.207
H 13.942 -15.840 4.288 0.116 0.451 0.491
H 13.755 -15.462 2.662 0.320 0.573 -0.395
H 13.509 -14.125 3.842 -0.311 -0.205 0.117
H 18.755 -14.535 2.048 -0.018 0.507 -0.231
H 17.497 -15.345 2.495 -0.480 0.169 -0.145
C 11.581 -12.839 -0.560 -1.122 1.347 -0.145
C 11.990 -11.715 -1.535 1.239 -0.352 0.105
C 11.556 -11.905 -2.977 -0.064 0.704 -1.042
O 12.270 -12.896 -3.717 -0.513 -0.129 0.754
C 13.565 -12.469 -4.096 0.636 -1.107 0.346
N 11.581 -10.400 -1.014 0.012 -0.496 -0.551
H 11.974 -12.588 0.427 0.602 -0.567 -0.075
H 11.708 -13.866 -0.889 0.328 0.012 0.077
H 10.514 -12.640 -0.379 -0.155 -0.519 -0.254
H 13.085 -11.677 -1.607 -0.017 -0.043 0.307
H 11.745 -11.010 -3.580 -0.309 0.573 0.656
H 10.476 -12.078 -3.017 0.079 -0.479 -0.210
H 13.665 -12.171 -5.140 -0.401 0.265 -0.026
H 14.192 -13.353 -3.959 0.200 0.037 -0.186
H 14.003 -11.718 -3.436 -0.307 0.242 -0.071
H 11.892 -10.378 -0.050 -0.214 0.294 0.087
H 10.564 -10.366 -1.021 0.033 0.162 0.216
```
Forces are in eV/Å.

Summary:
Lowest unoccupied orbital energy = 0.54 eV
Total charge = 0
Electronic energy = -62905.446 eV
Kohn-Sham gap = 9.327 eV
ΔE to the lowest compared entry with this formula, charge and spin = 76.6 kcal/mol
SMILES = COC[C@H](C)N.COC[C@H](C)N.COC[C@H](C)N.COC[C@H](C)N.COC[C@H](C)N.COC[C@H](C)N.COC[C@H](C)N.COC[C@H](C)N